No. 1
This record from OMol25 describes a molecular structure, C55H46Cl3I2KN5O4S3Sb. The level of theory is ωB97M-V/def2-TZVPD.

E_HOMO ... -0.0767 Ha
Total charge ... -2
Frontier orbital gap ... 5.42 eV
Largest force on an atom ... 0.0126 Eh/bohr
ΔE to the lowest compared entry with this formula, charge and spin ... 264.7 kJ/mol
DFT total energy ... -6708.92411 Eh
Multiplicity ... 1

```
120
C55H46Cl3I2KN5O4S3Sb ωB97M-V/def2-TZVPD
K -0.7732 -0.5908 -1.2260
C -0.4197 -0.5475 4.9317
O -0.9984 -0.4163 3.6622
C -1.5285 -1.5220 3.0783
C -1.7074 -2.7291 3.7134
C -2.2968 -3.7977 3.0277
C -2.7168 -3.6064 1.7344
C -2.5521 -2.3814 1.0633
C -3.1483 -2.3393 -0.2857
N -3.2963 -1.3114 -1.0216
N -4.0503 -1.5079 -2.1872
C -3.3297 -1.4555 -3.2780
O -2.0695 -1.3836 -3.3956
C -4.1723 -1.4329 -4.5367
C -5.4844 -1.8999 -4.5678
C -6.2212 -1.8542 -5.7417
C -5.6620 -1.3325 -6.9031
C -4.3584 -0.8568 -6.8784
C -3.6212 -0.9106 -5.7019
C -1.8765 -1.3125 1.7063
O -1.5532 -0.1920 1.1300
H 0.0265 0.4206 5.1507
H 0.3596 -1.3182 4.9322
H -1.1681 -0.7955 5.6953
H -1.3921 -2.8540 4.7410
H -2.4283 -4.7542 3.5182
H -3.2030 -4.4152 1.1988
H -3.5490 -3.2971 -0.6365
H -5.9058 -2.2913 -3.6519
H -7.2390 -2.2281 -5.7529
H -6.2406 -1.2954 -7.8191
H -3.9114 -0.4437 -7.7755
H -2.6037 -0.5461 -5.6645
S 1.8581 2.9529 -2.1240
C 0.1420 3.2572 -1.8678
C -1.3763 4.8563 -1.6826
C -2.8348 4.3794 -1.7153
C -3.0924 3.6122 -3.0434
C -1.7045 1.9422 -2.7650
N -0.7667 2.0655 -1.6352
H -1.2415 5.9340 -1.6030
H -3.5761 5.1198 -1.4152
H -3.8696 3.9457 -3.7282
H -1.5760 1.0269 -3.3430
I 1.2340 -3.9777 0.9724
C 2.6185 -2.3756 0.7405
I 1.8642 -0.5301 1.4968
H 2.8079 -2.2818 -0.3222
H 3.5203 -2.6504 1.2744
Cl 6.4206 -4.1214 -7.7718
C 5.6582 -2.7060 -7.0918
C 4.2960 -2.5211 -7.2439
C 3.7100 -1.3902 -6.7030
C 4.4485 -0.4442 -5.9971
C 3.7473 0.7431 -5.3614
C 3.5188 0.5314 -3.8610
N 3.0254 -0.7820 -3.4750
C 3.7679 -1.9291 -3.2998
C 2.9112 -2.8535 -2.7773
N 1.6584 -2.3110 -2.6290
C 1.7813 -1.0721 -3.0375
O 2.6330 1.0907 -6.1607
C 1.2797 1.0788 -5.6936
C 0.4881 0.0123 -6.4031
C 0.1759 0.1098 -7.7277
Cl 0.5568 1.4240 -8.7766
S -0.6598 -1.2529 -8.3405
C -0.6114 -2.0043 -6.8002
C 0.0133 -1.2321 -5.8753
C 5.8146 -0.6677 -5.8823
Cl 6.8275 0.4667 -5.0227
C 6.4372 -1.7852 -6.4187
H 3.6990 -3.2507 -7.7726
H 2.6465 -1.2309 -6.8197
H 4.4182 1.6072 -5.4115
H 2.8475 1.3002 -3.4575
H 4.4762 0.6749 -3.3582
H 4.8142 -1.9670 -3.5478
H 3.1208 -3.8724 -2.4943
H 0.9817 -0.3573 -3.0591
H 0.8738 2.0556 -5.9669
H 1.2142 1.0179 -4.6113
H -1.1133 -2.9435 -6.6345
H 0.0462 -1.5211 -4.8325
H 7.5019 -1.9272 -6.3068
S 0.5386 2.1758 2.7182
Sb -1.4556 2.1649 1.6162
C -3.2982 1.4772 2.4265
C -4.2062 0.7305 1.6853
C -5.4076 0.3291 2.2578
C -5.6957 0.6516 3.5759
C -4.7832 1.3866 4.3227
C -3.5941 1.8079 3.7442
C -1.4557 2.7404 -0.4961
C -2.8912 3.0260 -0.9446
C -3.1301 2.2602 -2.2650
C -1.6739 3.2768 -3.5728
C -0.6515 4.1492 -2.8698
C -0.5653 3.9872 -0.6800
C -2.0984 4.2293 2.0757
C -1.1555 5.1815 2.4583
C -1.5213 6.4963 2.7202
C -2.8490 6.8863 2.6106
C -3.8054 5.9478 2.2502
C -3.4292 4.6348 1.9921
H -3.9642 0.4217 0.6735
H -6.1044 -0.2574 1.6711
H -6.6254 0.3209 4.0244
H -4.9983 1.6321 5.3563
H -2.8911 2.3930 4.3282
H -3.6687 2.9254 -0.1913
H -3.9054 1.5012 -2.3276
H -1.5651 3.1698 -4.6519
H -0.0194 4.7694 -3.5006
H -0.0251 4.4326 0.1480
H -0.1187 4.8769 2.5576
H -0.7642 7.2169 3.0087
H -3.1371 7.9119 2.8113
H -4.8489 6.2331 2.1745
H -4.2028 3.9168 1.7413
```

***

No. 2
This record from OMol25 describes C4H9NO2 in the gas phase in a non-equilibrium geometry. The level of theory is ωB97M-V/def2-TZVPD.

E_HOMO ... -0.3530 Ha
Total charge ... 0
Frontier orbital gap ... 10.34 eV
Largest force on an atom ... 0.0554 Eh/bohr
ΔE to the lowest compared entry with this formula, charge and spin ... 99.6 kJ/mol
DFT total energy ... -363.04758 Eh
Multiplicity ... 1
Structure (SMILES) ... CCCNC(=O)O

```
16
C4H9NO2 ωB97M-V/def2-TZVPD
C -0.0625 0.4261 0.8817
N 1.0998 -0.3145 0.3908
C 2.3172 0.0280 -0.1422
O 2.1568 1.2099 -0.8208
O 3.2667 -0.6939 -0.2998
C -1.4117 -0.3273 0.7103
C -1.8202 -0.2328 -0.7557
H -0.1576 1.3021 0.2194
H 0.1527 0.7123 1.9238
H 0.9469 -1.3125 0.3944
H 2.6338 1.2529 -1.6493
H -1.2801 -1.3774 1.0368
H -2.0048 0.1742 1.4824
H -2.1225 0.7871 -1.0035
H -2.6441 -0.9361 -0.9592
H -1.0703 -0.6982 -1.4092
```